# 1
58
Properties=species:S:1:pos:R:3:forces:R:3 method="wB97M-V/def2-TZVPD" spin_multiplicity=2 charge=+2 homo_energy_ev="-13.504 / -13.411" total_energy_ha=-5300.11100 homo_lumo_gap_ev="7.6 / 4.2" molar_mass_g_mol=780.93 s2=0.7709
Ir -0.169 -0.042 -0.383 -1.752 -0.850 -0.995
C 2.163 -1.147 2.655 0.301 -0.126 -0.084
C 0.674 -1.395 2.793 -0.127 0.056 0.168
S -0.433 -0.216 1.961 0.433 0.005 -0.294
C 0.230 1.374 2.589 -0.098 -0.029 0.134
C 0.473 2.438 1.539 0.080 0.024 -0.134
S 1.343 1.834 0.059 0.211 -0.368 0.017
C 2.989 1.596 0.849 -0.009 0.148 -0.132
C 3.657 0.255 0.643 0.039 -0.205 0.128
S 2.591 -1.160 0.907 0.861 -0.452 0.410
H 2.688 -1.979 3.128 -0.061 0.072 0.137
H 2.499 -0.238 3.149 -0.012 0.012 0.039
H 0.372 -1.390 3.841 -0.050 -0.027 -0.002
H 0.393 -2.363 2.372 0.009 0.008 -0.020
H 1.149 1.141 3.118 -0.005 0.000 0.029
H -0.481 1.751 3.324 -0.009 -0.019 0.013
H 1.089 3.233 1.961 -0.001 0.004 -0.017
H -0.446 2.894 1.190 0.010 0.013 0.043
H 2.842 1.793 1.909 0.003 -0.020 0.004
H 3.615 2.395 0.450 -0.024 0.024 0.009
H 4.539 0.187 1.283 0.013 0.125 -0.066
H 4.003 0.130 -0.385 0.012 0.041 -0.004
N -2.663 3.114 -1.713 -0.153 0.102 -0.076
C -3.240 3.217 -0.456 -0.075 0.043 0.000
C -4.273 4.024 0.005 -0.023 0.025 -0.041
C -4.663 3.837 1.312 -0.020 0.009 0.028
C -4.055 2.864 2.121 -0.055 0.006 0.013
C -3.028 2.071 1.658 0.041 -0.126 0.032
C -2.596 2.269 0.345 0.104 0.084 -0.405
N -1.607 1.646 -0.437 -0.277 0.676 0.057
C -1.731 2.154 -1.655 0.214 -0.320 0.258
C -1.031 1.538 -2.773 0.058 0.024 0.034
C -1.078 1.824 -4.099 -0.046 0.018 0.007
S -0.237 0.635 -4.981 0.003 0.003 -0.001
C 0.147 -0.183 -3.551 -0.153 0.127 -0.026
N -0.312 0.394 -2.467 0.188 0.148 0.315
H -2.962 3.605 -2.541 0.024 0.019 0.013
H -4.758 4.750 -0.634 0.007 0.012 0.009
H -5.468 4.433 1.717 0.006 0.007 0.006
H -4.422 2.718 3.128 0.010 0.010 0.009
H -2.634 1.279 2.278 0.102 0.029 0.025
H -1.574 2.644 -4.594 0.019 0.007 0.000
H 0.701 -1.107 -3.543 0.018 0.026 -0.008
N 2.567 -6.416 -3.204 0.012 -0.013 -0.022
C 2.153 -5.451 -2.740 -0.034 0.018 0.043
C 1.634 -4.243 -2.158 0.033 -0.085 -0.010
C 2.316 -3.038 -2.333 0.052 0.146 -0.013
C 1.815 -1.883 -1.763 -0.061 -0.414 -0.160
C 0.627 -1.897 -1.026 0.430 1.236 0.469
C -0.049 -3.095 -0.864 0.302 -0.133 -0.103
C 0.461 -4.267 -1.420 -0.157 0.000 0.060
H 3.237 -3.016 -2.901 0.002 -0.038 -0.013
H 2.362 -0.956 -1.909 0.013 -0.022 0.081
H -0.976 -3.150 -0.313 -0.023 -0.059 0.091
H -0.070 -5.200 -1.284 0.030 -0.030 -0.016
Se -4.763 -1.048 -0.154 -1.176 -0.071 0.142
C -3.048 -1.009 -0.396 2.762 -0.348 -0.474
N -1.880 -1.005 -0.580 -1.996 0.453 0.293

# 2
15
Properties=species:S:1:pos:R:3:forces:R:3 method="wB97M-V/def2-TZVPD" homo_energy_ev=-10.029 total_energy_ha=-382.90727 homo_lumo_gap_ev=10.9 molar_mass_g_mol=104.10 e_above_lowest_kj_mol=151.1
C -2.510 0.067 -0.124 -0.122 -0.027 -0.002
C -1.198 -0.664 -0.001 -0.295 -0.118 0.014
O -0.208 0.349 0.264 -0.208 0.320 0.075
C 1.023 -0.075 0.284 -0.059 -0.275 0.256
O 1.328 -1.261 0.250 -0.954 0.123 0.617
C 2.142 0.945 0.120 -0.244 -0.343 0.169
O 2.940 0.145 -0.724 0.795 -0.472 0.635
H -2.742 0.591 0.806 -0.023 -0.068 -0.114
H -2.466 0.798 -0.937 -0.041 -0.123 0.106
H -3.303 -0.653 -0.334 -0.012 0.104 0.006
H -0.917 -1.179 -0.926 -0.035 0.083 0.184
H -1.192 -1.393 0.812 -0.014 0.083 -0.071
H 1.782 1.918 -0.269 0.221 -0.771 -0.348
H 2.653 1.175 1.068 -0.206 -0.169 0.006
H 2.679 -0.778 -0.292 1.198 1.654 -1.533

# 3
10
Properties=species:S:1:pos:R:3:forces:R:3 method="wB97M-V/def2-TZVPD" homo_energy_ev=-9.132 total_energy_ha=-3126.61117 homo_lumo_gap_ev=9.6 molar_mass_g_mol=157.03 e_above_lowest_kj_mol=55.6
C -1.436 -0.911 0.259 1.760 -1.085 -0.042
S -0.609 0.077 -1.020 0.521 1.064 -0.116
C 0.814 0.719 -0.057 0.307 -1.491 -1.898
O 1.516 1.765 -0.547 -0.081 0.207 -0.599
Br 2.135 -0.868 0.528 -0.536 0.667 -0.522
H -2.457 -0.686 0.558 0.135 0.338 -0.415
H -0.747 -0.882 1.133 -0.685 -0.199 -0.426
H -1.310 -1.904 -0.219 -0.660 0.251 0.927
H 0.434 0.873 0.889 -0.342 0.936 1.935
H 1.661 1.816 -1.524 -0.420 -0.688 1.157

no.,maximum force (hartree/bohr)
1,0.05491
2,0.04966
3,0.04733